{"formula": "C4H4N2O", "method": "ωB97M-V/def2-TZVPD", "species": ["O", "C", "C", "C", "N", "C", "N", "H", "H", "H", "H"], "xyz": [[2.292660, -1.161285, 0.655484], [1.266642, -0.763203, 0.147953], [1.065785, 0.613735, -0.342394], [-0.144796, 1.157311, -0.132659], [-1.198135, 0.326226, 0.207501], [-1.011333, -1.026456, 0.030773], [0.135621, -1.589578, -0.028801], [1.892561, 1.166175, -0.764935], [-0.387534, 2.205265, -0.278409], [-2.004559, 0.673462, 0.701402], [-1.906916, -1.601651, -0.195918]], "forces_ev_per_angstrom": [[-0.359, 0.062, -0.312], [0.220, -0.021, -0.032], [-0.066, 0.109, 0.094], [0.140, -0.103, -0.047], [0.195, -0.089, 0.028], [0.076, -0.071, -0.011], [-0.152, 0.196, -0.086], [0.005, 0.081, 0.259], [0.068, -0.143, 0.068], [-0.114, 0.013, -0.420], [-0.013, -0.035, 0.459]], "mulliken_charge": [-0.556, 0.425, -0.379, -0.176, -0.162, 0.000, -0.456, 0.342, 0.372, 0.231, 0.361], "orbital_gap_ev": 9.9, "homo_ha": -0.3459, "multiplicity": 1}